C4H5LiO2Sn | the ωB97M-V functional and the def2-TZVPD basis

Output
charge = +1
frontier orbital gap (spin up / spin down) = 7.97 / 6.73 eV
<S²> = 0.75
E_tot = -527.40264 Ha
energy above the lowest of the compared OMol25 structures with the same formula, charge and spin = 12.6 kJ/mol
2S+1 = 2
LUMO level (spin up / spin down) = -5.0 / -6.1 eV

```
13
Properties=species:S:1:pos:R:3:lowdin_spin:R:1
H 1.03049 2.47739 -1.44981 0.013
C 0.50959 0.13771 1.16934 0.009
C 0.10716 -1.26434 0.80037 0.003
C -0.65859 -1.11848 -0.51954 0.072
C -0.50803 0.32834 -0.92041 0.547
O -0.14813 0.98314 0.31038 0.117
O 1.03168 0.60553 2.15433 0.013
Li 0.31933 2.94611 0.20372 0.006
Sn -0.22355 1.61654 -2.37997 0.184
H -0.45883 -1.71140 1.62616 0.000
H 1.03555 -1.84354 0.68377 0.001
H -1.73344 -1.33860 -0.38929 0.027
H -0.30324 -1.81839 -1.28904 0.008
```



C5H7NO | the ωB97M-V functional and the def2-TZVPD basis

Output
charge = 0
frontier orbital gap = 10.54 eV
E_tot = -324.55846 Ha
energy above the lowest of the compared OMol25 structures with the same formula, charge and spin = 435.9 kJ/mol
2S+1 = 1
LUMO level = 1.0 eV

```
14
Properties=species:S:1:pos:R:3:nbo_charge:R:1
C 1.45318 0.97114 -0.65495 -0.260
N 1.83143 0.00877 0.39196 -0.576
C 0.46964 0.06787 -0.04052 0.045
C -0.78839 0.19620 0.81619 0.064
C -1.66992 -0.33304 -0.32906 -0.414
C -0.38604 -1.16916 -0.28206 0.077
O -0.56189 -1.21384 1.19853 -0.512
H 1.39389 2.02560 -0.38697 0.195
H 1.88754 0.77333 -1.63193 0.204
H 1.96656 0.43613 1.30342 0.356
H -1.03365 0.93616 1.58253 0.196
H -1.91416 0.28291 -1.19754 0.202
H -2.52007 -0.90198 0.05433 0.220
H -0.12811 -2.08009 -0.82393 0.203
```



C5H16N5O | the ωB97M-V functional and the def2-TZVPD basis

Output
charge = +1
frontier orbital gap (spin up / spin down) = 7.34 / 7.69 eV
E_tot = -548.74658 Ha
energy above the lowest of the compared OMol25 structures with the same formula, charge and spin = 468.0 kJ/mol
2S+1 = 1
LUMO level (spin up / spin down) = -3.7 / -3.3 eV

```
27
Properties=species:S:1:pos:R:3:nbo_charge:R:1
C 0.87979 -3.15696 0.17412 -0.607
C 0.34941 -1.90578 -0.59472 -0.402
C -0.57478 -1.01474 0.21281 -0.445
C -0.86808 0.28859 -0.49240 0.144
C -1.10187 1.47055 0.20095 0.346
N 1.25057 0.76616 -0.67730 0.230
N -1.19120 0.24328 -1.83040 -0.818
N -0.88658 2.65873 -0.37309 -0.732
N -1.00405 1.36702 1.56190 -0.825
N 1.66951 1.17685 0.93398 -0.759
O 1.27726 1.76913 -1.28133 -0.296
H 1.56663 -3.15055 1.01285 0.219
H 1.20873 -3.78867 -0.53684 0.220
H -0.02307 -3.68733 0.67580 0.198
H -0.19656 -2.24477 -1.49019 0.207
H 1.28276 -1.29709 -1.00313 0.227
H -1.43047 -1.70562 0.48816 0.243
H -0.16144 -0.73348 1.21365 0.185
H -1.51179 0.96241 -2.41124 0.391
H -1.08763 -0.53512 -2.42744 0.409
H -1.21072 3.44341 0.14977 0.406
H -1.11843 2.62836 -1.30288 0.402
H -1.24388 0.50841 2.01556 0.423
H -1.14735 2.21341 2.09574 0.405
H 1.67513 0.34485 1.44699 0.399
H 0.94651 1.78904 1.29916 0.408
H 2.65161 1.58991 0.93952 0.424
```



C3H12NO3S | the ωB97M-V functional and the def2-TZVPD basis

Output
charge = 0
frontier orbital gap (spin up / spin down) = 10.02 / 6.02 eV
<S²> = 0.76
E_tot = -799.99412 Ha
energy above the lowest of the compared OMol25 structures with the same formula, charge and spin = 199.5 kJ/mol
2S+1 = 2
LUMO level (spin up / spin down) = 0.5 / -3.5 eV

```
20
Properties=species:S:1:pos:R:3:lowdin_spin:R:1
C 1.28112 0.27795 -0.30739 0.094
O 0.81663 0.96945 -1.39769 0.699
C 0.27634 -0.92242 -0.10198 0.093
C 0.74666 -1.62847 1.14996 0.013
S -0.16052 -1.91557 2.69531 0.015
N 0.14383 -1.88065 -1.17665 0.029
H 2.30030 0.03448 -0.49787 0.008
H 1.18324 1.02827 0.53038 0.017
H -0.66020 -0.34761 -0.05846 -0.002
H 1.34484 -0.80949 1.64984 0.002
H 1.40376 -2.51710 0.90527 0.000
H -1.35693 -1.97861 2.26225 0.000
H 0.94236 -2.20170 -1.65584 0.003
H -0.47218 -1.45013 -1.84413 0.005
H -1.12479 2.98502 -1.78080 0.000
H -0.55373 4.37225 -1.39198 0.000
O -1.03064 3.99793 -2.05419 0.005
H -0.32945 1.54858 -1.01907 -0.002
H -1.95429 1.54808 -1.58144 0.000
O -1.40927 1.93752 -0.90437 0.023
```



C20H16BrN2NaO4 | the ωB97M-V functional and the def2-TZVPD basis

Output
charge = -1
frontier orbital gap (spin up / spin down) = 3.52 / 5.24 eV
<S²> = 0.75
E_tot = -3918.41025 Ha
2S+1 = 2
LUMO level (spin up / spin down) = 2.0 / 2.1 eV

```
44
Properties=species:S:1:pos:R:3:lowdin_spin:R:1
C -4.62372 -0.39786 1.34337 0.001
C -3.75512 -1.61830 1.31076 0.000
O -2.38633 -1.12788 1.14109 0.000
C -1.54102 -2.16737 1.17403 0.000
O -1.90145 -3.32472 1.35565 0.000
N -0.22568 -1.74287 0.99332 0.000
C 0.84660 -2.63169 1.19856 0.000
C 0.81039 -4.00635 1.37998 0.000
C 2.01911 -4.70206 1.49001 0.000
C 3.23367 -3.99628 1.42181 0.000
C 3.24876 -2.60019 1.25289 0.000
Br 4.88421 -1.67887 0.97234 0.000
C 2.04194 -1.89919 1.18576 0.000
C 1.63819 -0.49214 0.98783 0.000
N 2.40009 0.68723 1.18770 0.000
O 3.33756 0.68104 2.00906 0.000
O 2.10696 1.72199 0.53525 0.000
C 0.28224 -0.44401 0.75344 0.000
H -5.67547 -0.68390 1.40626 0.000
H -4.39387 0.21701 2.21764 0.000
H -4.49344 0.20790 0.44423 0.002
H -3.83407 -2.19536 2.23370 0.000
H -3.98177 -2.27396 0.46963 0.000
H -0.14734 -4.50657 1.41991 0.000
H 2.03490 -5.78255 1.59433 0.000
H 4.17902 -4.52672 1.46774 0.000
H -0.33187 0.42509 0.90762 0.000
C 0.88023 1.09033 -3.12040 0.001
Na -2.51194 4.69250 -2.40099 0.886
C -0.06795 0.33638 -2.39182 0.001
C -0.47680 1.11012 -1.26967 0.004
C 0.06539 2.42821 -1.38119 0.012
C 0.90387 2.44335 -2.57180 0.003
C 1.36983 3.70091 -3.00033 0.005
C 1.08857 4.84820 -2.24504 0.013
C 0.37653 4.80016 -1.04294 0.030
C -0.16957 3.58931 -0.62001 0.030
H 1.36509 0.81546 -4.05747 0.000
H -0.45505 -0.64385 -2.65941 0.000
H -1.32646 0.90583 -0.60739 0.001
H 2.00301 3.77414 -3.89537 0.000
H 1.49842 5.80634 -2.56504 0.001
H 0.31353 5.68595 -0.39782 0.003
H -0.62922 3.47521 0.37276 0.004
```